[1]
A structure of composition H18HfO9 at a distorted geometry. Source: OMol25; level of theory: wB97M-V/def2-TZVPD.

Structure (XYZ):
```
28
Properties=species:S:1:pos:R:3
Hf 0.21 10.74 11.89
O 1.28 11.01 9.97
O 2.22 9.78 12.12
O -2.36 9.29 12.14
O -1.48 11.06 10.36
O 0.12 12.94 11.41
O 0.06 8.87 11.04
O 1.26 11.81 13.47
O 0.04 9.34 13.52
O -1.42 11.55 13.18
H 2.46 8.92 12.51
H -1.43 10.77 9.45
H 3.05 10.27 12.21
H -0.70 13.38 11.15
H 0.96 11.66 9.30
H -2.38 11.41 13.15
H 0.70 13.70 11.39
H -2.42 11.40 10.45
H 1.40 12.79 13.58
H -1.40 12.41 13.70
H 0.88 8.43 10.72
H 1.56 11.51 14.34
H -2.92 9.35 11.41
H -0.61 8.28 10.75
H 2.21 10.74 9.79
H -2.32 8.32 12.31
H -0.79 9.12 14.04
H 0.79 9.22 14.08
```

- gap between HOMO and LUMO (eV) = 11.217
- ΔE to the lowest compared entry with this formula, charge and spin (kJ/mol) = 99.1
- E_tot (a.u.) = -734.4179
- lowest unoccupied orbital energy (eV) = -15.891
- net charge = +4

And the Löwdin charges, in e, turn out to be: Hf 1.872; O -0.062; O -0.041; O -0.008; O -0.066; O -0.056; O -0.070; O -0.059; O -0.058; O -0.086; H 0.161; H 0.130; H 0.151; H 0.138; H 0.164; H 0.128; H 0.144; H 0.180; H 0.176; H 0.180; H 0.171; H 0.150; H 0.057; H 0.127; H 0.157; H 0.127; H 0.187; H 0.106

***

[2]
A structure of composition C27H34CsF3N4O9P3Sb. Source: OMol25; level of theory: wB97M-V/def2-TZVPD.

Structure (XYZ):
```
82
Properties=species:S:1:pos:R:3
Cs -0.16 0.35 0.55
Sb -2.92 -2.45 0.46
P 1.19 -3.04 1.33
P 3.44 -0.94 0.70
P 1.56 3.55 -0.35
F -1.08 -8.40 0.79
F -8.89 -3.16 2.18
F -4.08 -1.74 -5.65
O 1.10 3.18 1.17
O 0.55 -2.39 0.15
O 3.52 -2.01 -0.50
O 0.22 2.86 -0.95
O 4.80 -0.83 1.31
O 1.08 5.11 -0.48
O 2.60 0.23 0.32
O 1.86 -4.38 1.29
O 0.07 -3.07 2.52
N -6.67 2.25 -0.57
N 3.59 -2.85 2.50
N -4.98 3.75 -0.12
N -3.40 1.70 0.89
C -2.97 -5.39 1.38
C -3.42 -3.37 -2.50
C -4.97 -2.73 1.02
C 2.13 -1.01 3.19
C -2.37 -4.51 0.48
C 0.08 2.80 -2.37
C -5.42 2.50 -0.07
C -7.60 -3.02 1.80
C -1.31 -4.97 -0.31
C -0.87 -6.29 -0.21
C -3.30 -2.27 -1.65
C -4.62 1.47 0.45
C -3.43 -0.99 -2.19
C 2.13 3.15 2.16
C -1.50 -7.12 0.69
C -3.69 -3.20 -3.85
C -2.55 -6.71 1.49
C -5.84 -3.54 0.29
C -3.75 3.98 0.33
C -6.78 -2.21 2.55
C 2.51 -1.91 2.01
C 2.03 6.10 -0.85
C -5.45 -2.07 2.14
C -3.82 -1.91 -4.34
C -3.70 -0.80 -3.53
C -2.96 2.96 0.83
C -7.17 -3.69 0.68
H -5.49 -4.07 -0.59
H 0.86 2.18 -2.81
H -7.26 3.04 -0.74
H -0.80 -4.30 -0.98
H 1.65 2.93 3.11
H 4.49 -2.37 2.29
H -4.98 0.44 0.49
H -3.80 -5.05 1.99
H 3.46 -3.73 1.98
H 2.63 4.12 2.25
H 1.29 -0.34 3.02
H 2.99 -0.40 3.47
H 1.85 -1.64 4.04
H 2.63 -2.12 -0.89
H -7.13 1.38 -0.34
H -4.79 -1.43 2.72
H -0.89 2.38 -2.59
H 0.07 -3.97 2.88
H 1.69 6.60 -1.76
H -3.01 -7.40 2.18
H 0.15 3.80 -2.81
H -3.81 0.19 -3.96
H -3.39 5.00 0.27
H 2.86 2.37 1.92
H -3.79 -4.04 -4.52
H -7.16 -1.70 3.42
H 2.13 6.83 -0.05
H -3.31 -4.37 -2.11
H -3.33 -0.12 -1.54
H -0.04 -6.65 -0.79
H -1.95 3.15 1.18
H 3.01 5.65 -1.05
H 3.50 -3.04 3.50
H -7.85 -4.32 0.12
```

- gap between HOMO and LUMO (eV) = 8.496
- ΔE to the lowest compared entry with this formula, charge and spin (kJ/mol) = 10.9
- E_tot (a.u.) = -3529.8030
- lowest unoccupied orbital energy (eV) = -0.011
- net charge = 0

And the Löwdin charges, in e, turn out to be: Cs 1.090; Sb 1.494; P 0.277; P 0.261; P 0.827; F 0.056; F 0.055; F 0.058; O -0.432; O -0.507; O -0.139; O -0.509; O -0.313; O -0.335; O -0.498; O -0.314; O -0.177; N 0.131; N 0.145; N 0.121; N 0.048; C -0.120; C -0.115; C -0.409; C -0.090; C -0.397; C -0.127; C -0.375; C -0.285; C -0.139; C 0.003; C -0.376; C -0.099; C -0.134; C -0.126; C -0.280; C -0.002; C -0.012; C -0.107; C -0.113; C -0.015; C -0.491; C -0.149; C -0.148; C -0.282; C -0.008; C -0.156; C -0.005; H 0.100; H 0.089; H 0.098; H 0.099; H 0.087; H 0.119; H 0.098; H 0.095; H 0.118; H 0.083; H 0.036; H 0.089; H 0.080; H 0.055; H 0.094; H 0.093; H 0.085; H 0.077; H 0.081; H 0.117; H 0.084; H 0.119; H 0.109; H 0.072; H 0.121; H 0.118; H 0.081; H 0.096; H 0.072; H 0.126; H 0.086; H 0.067; H 0.153; H 0.120

***

[3]
A structure of composition C4H12NO6P3 at a distorted geometry. Source: OMol25; level of theory: wB97M-V/def2-TZVPD.

Structure (XYZ):
```
26
Properties=species:S:1:pos:R:3
P 5.33 1.03 -1.55
P 4.54 1.30 0.46
P 4.68 -1.52 -0.08
O 4.15 -2.86 -0.44
O 3.30 -0.45 1.94
O 5.95 -1.64 0.77
O 3.85 2.60 0.45
O 5.25 -0.75 -1.35
O 5.65 1.03 1.43
N -12.28 -1.01 0.16
C 1.34 0.87 0.08
C 3.42 -0.19 0.61
C 2.13 -0.43 -0.16
C -0.05 0.67 -0.70
H 1.99 1.64 -0.31
H -11.42 -0.26 -0.06
H 6.54 1.02 -1.01
H -0.53 -0.20 -0.09
H 1.64 -1.36 0.04
H -12.09 -1.51 1.05
H -0.57 1.57 -0.52
H 4.03 -0.01 2.35
H 1.16 1.02 1.16
H 0.12 0.48 -1.75
H 2.46 -0.48 -1.19
H 6.40 -0.75 0.81
```

- gap between HOMO and LUMO (eV) = 4.155
- ΔE to the lowest compared entry with this formula, charge and spin (kJ/mol) = 0.0
- E_tot (a.u.) = -1689.9858
- lowest unoccupied orbital energy (eV) = 4.492
- net charge = -2

And the Löwdin charges, in e, turn out to be: P 0.846; P 0.196; P 0.376; O -0.295; O -0.042; O -0.137; O -0.401; O -0.590; O -0.399; N -0.405; C -0.232; C -0.597; C -0.203; C -0.094; H 0.067; H -0.242; H -0.139; H 0.101; H 0.117; H -0.353; H 0.026; H 0.053; H 0.119; H 0.058; H 0.100; H 0.071

***

[4]
A cluster of 12 separate species, C4H31NO12 in total at a distorted geometry. Source: OMol25; level of theory: wB97M-V/def2-TZVPD.

Structure (XYZ):
```
48
Properties=species:S:1:pos:R:3
O -0.80 -0.56 4.21
O 2.40 0.02 -1.76
O -0.30 2.60 3.57
O -1.14 -3.64 -2.34
O 1.12 0.35 -4.29
O 2.26 0.02 0.97
O 2.17 1.80 2.94
O -0.43 -3.65 0.29
O 1.39 2.60 -2.24
O -1.29 2.54 -2.75
O -1.63 0.09 -3.73
O 1.95 -0.98 3.92
N 0.18 -0.96 0.94
C -2.88 -0.60 0.43
C 1.48 -0.93 1.16
C -0.44 0.22 0.30
C -1.82 0.49 0.82
H -2.29 0.67 -3.22
H -0.42 2.38 -2.31
H -0.75 0.37 4.52
H 2.73 0.19 -0.84
H -0.35 0.07 -0.76
H -0.52 -3.54 -0.71
H 2.72 2.52 2.55
H 0.17 1.10 0.46
H 0.59 0.00 -3.56
H -3.71 -0.05 0.00
H -1.92 0.59 1.93
H -0.61 -0.45 3.20
H -0.77 -3.06 -2.96
H -1.03 0.77 -4.09
H -3.26 -1.20 1.24
H 0.66 2.46 3.44
H -1.28 -4.44 -2.82
H 2.02 0.31 -4.11
H 1.89 1.81 -1.99
H 1.24 2.50 -3.21
H 1.95 -1.81 1.59
H 2.17 1.13 2.23
H -0.56 3.02 2.71
H -1.21 -4.28 0.47
H -2.38 -1.22 -0.28
H 2.89 -0.78 -2.17
H -1.10 3.30 -3.38
H -2.13 1.49 0.51
H 1.35 -1.30 4.57
H -0.16 -1.94 0.80
H 1.84 -0.03 3.74
```

- gap between HOMO and LUMO (eV) = 10.150
- ΔE to the lowest compared entry with this formula, charge and spin (kJ/mol) = 111.4
- E_tot (a.u.) = -1128.6344
- lowest unoccupied orbital energy (eV) = -0.106
- net charge = 0
- SMILES string = CCCNC=O.O.O.O.O.O.O.O.O.O.O.O

And the Löwdin charges, in e, turn out to be: O -0.108; O -0.105; O -0.092; O 0.005; O -0.029; O -0.077; O -0.069; O -0.123; O -0.077; O -0.108; O -0.113; O -0.050; N 0.079; C -0.068; C -0.336; C -0.182; C -0.224; H 0.068; H 0.001; H 0.039; H 0.043; H 0.109; H 0.027; H 0.101; H 0.113; H 0.021; H 0.068; H 0.099; H 0.045; H 0.039; H -0.006; H 0.064; H -0.021; H 0.051; H -0.012; H 0.006; H 0.050; H 0.141; H -0.010; H 0.052; H 0.100; H 0.049; H 0.109; H 0.093; H 0.105; H 0.014; H 0.110; H 0.010

***

[5]
The ion CH7N4O with charge +1 at a distorted geometry. Source: OMol25; level of theory: wB97M-V/def2-TZVPD.

Structure (XYZ):
```
13
Properties=species:S:1:pos:R:3
O -1.20 -1.08 1.79
N -0.62 -0.77 0.48
N 0.76 0.99 -0.90
N 0.70 0.90 1.54
N 0.33 0.27 -2.02
C 0.15 0.32 0.47
H 0.24 -0.80 -2.16
H -1.14 -1.21 -0.23
H 1.11 0.39 -2.70
H -0.57 0.66 -2.35
H -1.35 -2.04 1.96
H 0.48 0.55 2.54
H 1.12 1.81 1.58
```

- gap between HOMO and LUMO (spin up / spin down) (eV) = 4.636 / 6.755
- 2S+1 = 3
- ΔE to the lowest compared entry with this formula, charge and spin (kJ/mol) = 485.6
- E_tot (a.u.) = -336.0015
- lowest unoccupied orbital energy (spin up / spin down) (eV) = -4.157 / -6.546
- net charge = +1

And the Löwdin charges, in e, turn out to be: O -0.018; N -0.038; N 0.183; N 0.106; N 0.085; C -0.398; H 0.210; H 0.106; H 0.184; H 0.186; H 0.134; H 0.158; H 0.101

***

[6]
The ion C5H14PS with charge +1 at a distorted geometry. Source: OMol25; level of theory: wB97M-V/def2-TZVPD.

Structure (XYZ):
```
21
Properties=species:S:1:pos:R:3
S -0.93 2.55 1.03
P -0.33 0.29 0.54
C -1.43 -0.63 1.61
C 2.25 0.96 -0.33
C -0.93 -1.40 -1.53
C -1.06 0.09 -1.13
C 1.46 0.03 0.58
H -2.45 -0.47 1.34
H 0.19 -1.73 -1.59
H -1.36 -2.13 -0.88
H -1.16 -0.14 2.62
H 3.26 0.64 -0.24
H -2.11 0.37 -1.08
H 1.99 1.90 -0.10
H 1.57 -1.08 0.28
H -0.52 0.67 -1.85
H -1.16 -1.73 1.61
H 0.32 2.75 1.44
H -1.40 -1.72 -2.47
H 1.79 0.15 1.54
H 2.00 0.63 -1.40
```

- gap between HOMO and LUMO (eV) = 9.711
- ΔE to the lowest compared entry with this formula, charge and spin (kJ/mol) = 88.2
- E_tot (a.u.) = -938.1750
- lowest unoccupied orbital energy (eV) = -4.293
- net charge = +1

And the Löwdin charges, in e, turn out to be: S 0.517; P 0.798; C -0.227; C -0.098; C -0.140; C -0.352; C -0.353; H 0.059; H 0.109; H 0.048; H 0.089; H 0.087; H 0.096; H 0.023; H 0.138; H 0.077; H 0.087; H -0.217; H 0.087; H 0.056; H 0.116